DFT (ωB97M-V with the def2-TZVPD basis set) results for an isolated molecule of C6H8N2O2S in a non-equilibrium geometry.

As for the HOMO energy: -7.81 eV. For the frontier orbital gap, the calculation gives 8.37 eV. The LUMO energy comes out at 0.56 eV.

Structure (ORCA input):
```
! RIJCOSX wB97M-V def2-TZVPD def2/J DEFGRID3
* xyz 0 1
C 0.0166 -0.0018 -0.4164
C 0.9087 1.3420 0.3641
C -1.1941 2.6388 0.0539
C -0.3435 -2.8294 -0.7693
C -1.2270 0.3249 -0.7743
C 1.6884 -1.6648 0.9195
N 0.1357 2.4650 0.4025
N -1.8666 1.4914 -0.4490
O 2.0669 1.3090 0.6639
O -1.8049 3.7153 0.0526
S 0.8298 -1.6172 -0.6752
H -0.4462 -3.3949 0.1034
H -0.1064 -3.4801 -1.5679
H -1.8245 -0.3010 -1.2647
H 2.0600 -2.6087 0.9824
H 2.3776 -0.9485 0.9441
H 0.9809 -1.6548 1.6912
H 0.4574 3.3969 0.5832
H -2.7090 1.8179 -0.8440
*
```

Here are the natural (NBO) charges for atoms 1 to 2, given in e: -0.37 0.71

***

DFT (ωB97M-V with the def2-TZVPD basis set) results for an isolated molecule of C6H8N2S in a non-equilibrium geometry.

As for the HOMO energy: -8.43 eV. As for the SMILES: [H]/N=C/C(=S)C(=C\C)/C=N/[H]. For the frontier orbital gap, the calculation gives 7.77 eV. The LUMO energy comes out at -0.66 eV.

Structure (ORCA input):
```
! RIJCOSX wB97M-V def2-TZVPD def2/J DEFGRID3
* xyz 0 1
C -0.5916 0.5442 -1.1674
C 1.6618 -0.3183 -1.1515
C -0.1737 -0.8155 1.9988
C 0.5104 0.2082 -0.5597
C 0.6064 0.1928 1.2890
C -1.8523 1.2151 -0.7427
N 2.7407 -0.5923 -0.5714
N -1.0492 -1.4682 1.4007
S 1.5763 1.2180 2.0149
H -0.4073 0.4282 -2.2569
H 1.5838 -0.3951 -2.1813
H 0.1673 -0.8981 3.0782
H -1.7819 1.5693 0.3062
H -2.5541 0.3085 -0.8155
H -2.3321 1.9994 -1.3300
H 3.4620 -1.0176 -1.2066
H -1.5664 -2.1785 1.8953
*
```

Here are the natural (NBO) charges for atoms 1 to 2, given in e: -0.11 0.07

***

DFT (ωB97M-V with the def2-TZVPD basis set) results for an isolated molecule of C6H8N4O in a non-equilibrium geometry.

As for the HOMO energy (spin up / spin down): -5.95 / -8.48 eV. For the frontier orbital gap (spin up / spin down), the calculation gives 6.73 / 7.19 eV. As for the expectation value of S²: 2.028. The LUMO energy (spin up / spin down) comes out at 0.79 / -1.29 eV.

Structure (ORCA input):
```
! RIJCOSX wB97M-V def2-TZVPD def2/J DEFGRID3
* xyz 0 3
C 2.2323 3.0064 1.1022
C 1.5954 1.7134 1.1515
C 2.2650 3.3738 -0.2179
C 1.2221 1.4333 -0.1129
C 0.5442 0.3317 -0.6231
C -1.9818 -3.4197 -0.4610
N -0.0928 -0.4751 0.1177
N -0.5170 -1.6476 -0.3992
N -2.5580 -1.1533 0.2421
N -1.6913 -2.0609 -0.0936
O 1.6216 2.4148 -1.0116
H 2.3487 3.5239 2.1373
H 1.2964 1.1454 2.0193
H 2.7145 4.1979 -0.8044
H 0.5824 0.2852 -1.7743
H -3.0685 -3.4033 -0.8466
H -1.2581 -3.6635 -1.2127
H -1.8862 -3.8935 0.4220
H -3.3688 -1.7090 0.3651
*
```

Here are the natural (NBO) charges for atoms 1 to 2, given in e: -0.32 -0.26

***

DFT (ωB97M-V with the def2-TZVPD basis set) results for an isolated molecule of C6H8N4O2S in a non-equilibrium geometry.

As for the HOMO energy (spin up / spin down): -9.32 / -8.92 eV. As for the SMILES: [H]/N=C(C)/N=C1/N=CN(C)C1=S(=O)=O. For the frontier orbital gap (spin up / spin down), the calculation gives 7.09 / 6.51 eV. The LUMO energy (spin up / spin down) comes out at -2.23 / -2.41 eV.

Structure (ORCA input):
```
! RIJCOSX wB97M-V def2-TZVPD def2/J DEFGRID3
* xyz 0 1
C -1.5247 0.4916 -1.8564
C 0.2432 0.7043 -0.7043
C -0.6803 -0.1733 0.0573
C 2.2765 0.8200 0.4742
C 2.7965 -0.5428 0.2112
C -2.9734 -0.8829 -0.5882
N -0.3915 1.1138 -1.9009
N 1.4248 1.1420 -0.4684
N -1.7714 -0.2468 -0.6928
N 2.7345 1.6557 1.2642
O 0.4254 -0.3292 2.5111
O -2.0350 -0.0861 2.4221
S -0.7335 0.2668 1.9083
H -2.1307 0.3708 -2.8223
H 2.8278 -0.8036 -0.8483
H 2.0312 -1.2564 0.6398
H 3.8108 -0.7803 0.6111
H -3.2741 -0.7342 0.3875
H -3.6669 -0.3425 -1.2788
H -3.0023 -1.9177 -1.0142
H 3.6130 1.5307 1.6878
*
```

Here are the natural (NBO) charges for atoms 1 to 2, given in e: 0.24 0.29

***

Taking the records one at a time from the top gives energy above the lowest of the compared OMol25 structures with the same formula, charge and spin values of 3.786; 3.587; 0.487; 4.166 eV.